Record 1
# C3H7ClS

A cluster of 2 separate species, C3H7ClS in total at a distorted geometry (wB97M-V/def2-TZVPD, the OMol25 dataset).

Last column: Löwdin charge in e.
Cartesian coordinates (Å):
C1 -2.74124 -0.87607 0.72124  -0.43
C2 0.78692 -0.06603 -0.64116  -0.43
C3 3.10324 1.19844 -0.15819  -0.37
S1 2.33552 -0.30478 -0.05419  0.87
Cl1 -3.64729 0.33969 -0.38898  0.35
H1 -2.92206 -1.82296 0.33485  -0.02
H2 -1.77757 -0.44604 0.88716  -0.02
H3 0.45013 -1.02078 -0.85594  -0.06
H4 0.71130 0.86418 -1.30955  0.05
H5 4.12842 1.08651 0.12124  -0.02
H6 -3.28066 -0.88554 1.82097  0.09
H7 2.66303 1.97624 -0.71422  -0.01

Calculated values
ΔE to the lowest compared entry with this formula, charge and spin ... 3.5631 eV
Spin multiplicity ... 1
Gap between HOMO and LUMO (alpha / beta) ... 0.2914 / 0.2883 Ha

***

Record 2
# C3H7ClSi

A structure of composition C3H7ClSi at a distorted geometry (wB97M-V/def2-TZVPD, the OMol25 dataset).

Last column: Löwdin charge in e.
Cartesian coordinates (Å):
C1 -0.29235 -1.48586 0.48786  0.00
C2 0.20641 -0.34466 0.02376  -0.61
C3 -0.40333 0.95236 0.45277  -0.17
Si1 1.57616 -0.24232 -1.15292  0.74
Cl1 2.96064 0.87291 0.87596  -0.16
H1 -0.05597 -2.49167 0.29452  0.05
H2 -1.11020 -1.45500 1.13565  0.05
H3 -1.13545 1.44550 -0.27075  0.10
H4 0.50904 1.66916 0.46990  0.03
H5 -0.82421 0.86487 1.46571  0.08
H6 1.53631 1.13805 -1.77203  -0.04
H7 2.10961 -1.32778 -1.94802  -0.07

Calculated values
ΔE to the lowest compared entry with this formula, charge and spin ... 1.5438 eV
Spin multiplicity ... 1
Gap between HOMO and LUMO ... 0.3263 Ha

***

Record 3
# C3H7EuO2

A structure of composition C3H7EuO2 at a distorted geometry (wB97M-V/def2-TZVPD, the OMol25 dataset).

Last column: Löwdin spin population.
Cartesian coordinates (Å):
O1 2.44821 0.18707 -0.33924  -0.04
C1 1.52851 -0.48568 0.43344  0.00
C2 0.12009 -0.47830 -0.14206  0.00
O2 -0.58148 0.57133 0.48748  0.00
C3 -1.97307 0.54666 0.28251  0.00
Eu1 2.53509 1.70067 -2.01139  7.05
H1 1.55989 -0.11241 1.47752  0.00
H2 1.83074 -1.54961 0.51921  0.00
H3 -0.21301 -1.52716 -0.06537  0.00
H4 -0.28702 -0.46250 -1.17210  0.00
H5 -2.25543 0.35936 -0.76724  0.00
H6 -2.38726 -0.31707 0.82865  0.00
H7 -2.32526 1.56764 0.46859  0.00

Calculated values
Charge ... +1
ΔE to the lowest compared entry with this formula, charge and spin ... 1.9232 eV
Spin multiplicity ... 8
Gap between HOMO and LUMO (alpha / beta) ... 0.2437 / 0.2510 Ha

***

Record 4
# C3H7FN2S

An isolated molecule of C3H7FN2S at a distorted geometry (wB97M-V/def2-TZVPD, the OMol25 dataset).

Last column: Löwdin charge in e.
Cartesian coordinates (Å):
H1 2.74751 -1.05214 -1.17554  0.04
N1 2.16580 -0.22470 -1.30018  0.05
C1 1.48189 0.05972 -0.27377  -0.83
N2 1.48921 -0.60795 0.94519  0.07
S1 0.42447 1.49714 -0.44773  0.91
C2 -1.14288 0.87945 0.33847  -0.44
C3 -1.95268 -0.12654 -0.48365  -0.26
F1 -1.21100 -1.28846 -0.60851  -0.06
H2 1.39369 0.02956 1.71654  0.08
H3 2.23391 -1.26772 1.05616  0.09
H4 -0.85979 0.40860 1.25721  0.05
H5 -1.74001 1.78193 0.44443  0.07
H6 -2.94834 -0.39952 -0.03101  0.13
H7 -2.08178 0.31063 -1.43762  0.09

Calculated values
ΔE to the lowest compared entry with this formula, charge and spin ... 0.1542 eV
Spin multiplicity ... 1
Gap between HOMO and LUMO ... 0.3583 Ha

***

Record 5
# C3H7FN3

A structure of composition C3H7FN3 at a distorted geometry (wB97M-V/def2-TZVPD, the OMol25 dataset).

Last column: Löwdin spin population.
Cartesian coordinates (Å):
C1 -0.64627 -0.64759 0.08696  0.01
C2 0.11130 1.98728 0.86314  0.60
C3 1.28876 -1.64116 -1.14335  0.04
N1 -0.12264 1.22007 -0.08796  0.74
N2 0.08952 -1.44068 -0.37979  0.26
N3 -1.64265 -0.38919 0.84647  0.07
F1 0.54677 3.19600 0.52422  0.18
H1 -0.07736 1.96913 1.93965  0.05
H2 0.97584 -1.98444 -2.04480  0.00
H3 2.02497 -0.81299 -1.29281  0.02
H4 1.74795 -2.37773 -0.60191  0.00
H5 -0.11909 1.45415 -1.06329  0.03
H6 -2.45100 -0.96187 0.94923  0.00
H7 -1.72608 0.42903 1.40423  0.00

Calculated values
Charge ... +1
ΔE to the lowest compared entry with this formula, charge and spin ... 2.5973 eV
Spin multiplicity ... 3
Gap between HOMO and LUMO (alpha / beta) ... 0.2273 / 0.2488 Ha

***

Record 6
# C3H7FNO

The ion C3H7FNO with charge +1 at a distorted geometry (wB97M-V/def2-TZVPD, the OMol25 dataset).

Last column: Löwdin charge in e.
Cartesian coordinates (Å):
N1 1.00918 -0.83115 0.71172  0.21
C1 0.83818 0.06022 -0.49592  -0.11
C2 -0.38994 0.96039 -0.15385  -0.01
C3 -1.84744 0.19364 -0.20780  -0.40
O1 -2.84595 0.35930 0.37689  0.22
F1 -1.63548 -0.75907 -1.12617  0.10
H1 1.74372 -1.46078 0.53958  0.14
H2 0.21898 -1.45449 0.76730  0.16
H3 1.19613 -0.26821 1.66915  0.26
H4 0.65620 -0.44437 -1.36772  0.10
H5 1.71158 0.54721 -0.73689  0.11
H6 -0.20301 1.34099 0.82703  0.11
H7 -0.45217 1.75631 -0.80333  0.10

Calculated values
Charge ... +1
ΔE to the lowest compared entry with this formula, charge and spin ... 0.4535 eV
Spin multiplicity ... 1
Gap between HOMO and LUMO ... 0.4193 Ha

***

Record 7
# C3H7FNaOTl

A structure of composition C3H7FNaOTl at a distorted geometry (wB97M-V/def2-TZVPD, the OMol25 dataset).

Last column: Löwdin charge in e.
Cartesian coordinates (Å):
Na1 1.12157 -1.60400 2.08794  0.72
Tl1 -1.41536 -4.20169 3.92103  1.05
F1 -1.16015 -2.70770 1.65667  -0.72
C1 -0.43276 -0.30840 -0.93077  0.08
C2 0.57539 0.62615 -0.18765  -0.39
C3 0.46024 2.02243 -0.90444  0.12
O1 0.21710 0.71211 1.08454  0.22
H1 -1.47840 -0.09818 -0.69545  0.13
H2 -0.35917 -1.34616 -0.57394  0.11
H3 -0.39570 -0.40967 -2.01612  0.13
H4 1.58543 0.22361 -0.28282  0.16
H5 0.74632 1.94412 -1.95276  0.14
H6 1.07660 2.69045 -0.30035  0.13
H7 -0.54110 2.45692 -0.90588  0.13

Calculated values
Charge ... +2
Spin multiplicity ... 1
Gap between HOMO and LUMO ... 0.1531 Ha

***

Record 8
# C3H7FO2

An isolated molecule of C3H7FO2 at a distorted geometry (wB97M-V/def2-TZVPD, the OMol25 dataset).

Last column: Löwdin charge in e.
Cartesian coordinates (Å):
C1 -1.99496 -0.17769 -0.20675  -0.15
O1 -0.90800 -0.23655 0.61409  -0.09
C2 0.17751 0.34599 0.04299  -0.41
F1 0.21112 1.73608 0.14240  0.02
C3 1.46100 -0.29104 0.63878  -0.13
O2 2.60638 -0.27648 -0.26264  -0.07
H1 -2.80606 -0.76484 0.24338  0.09
H2 -1.89341 -0.68281 -1.28832  0.13
H3 -2.36079 0.88442 -0.51807  0.12
H4 0.05479 0.22261 -1.00652  0.13
H5 1.76779 0.16062 1.57985  0.12
H6 1.17621 -1.44608 0.77796  0.17
H7 2.50843 0.52576 -0.75715  0.06

Calculated values
ΔE to the lowest compared entry with this formula, charge and spin ... 0.7809 eV
Spin multiplicity ... 1
Gap between HOMO and LUMO ... 0.4250 Ha

***

Record 9
# C3H7FO2

An isolated molecule of C3H7FO2 at a distorted geometry (wB97M-V/def2-TZVPD, the OMol25 dataset).

Last column: Löwdin charge in e.
Cartesian coordinates (Å):
O1 -0.99485 2.24086 -0.26361  -0.11
C1 -0.02258 1.22191 -0.65724  -0.20
C2 -0.48354 0.00071 0.01705  -0.39
F1 -0.84628 0.37625 1.32739  -0.01
C3 0.59362 -0.95661 0.04320  -0.22
O2 0.12890 -2.33535 0.29908  -0.12
H1 -1.28791 1.73296 0.59125  0.10
H2 0.05246 1.33872 -1.78171  0.16
H3 0.98573 1.30654 -0.01599  0.16
H4 -1.43061 -0.45582 -0.46235  0.19
H5 1.29123 -0.96835 -0.81916  0.15
H6 1.17258 -0.57740 0.83039  0.11
H7 0.84124 -2.92442 0.89169  0.18

Calculated values
ΔE to the lowest compared entry with this formula, charge and spin ... 1.6257 eV
Spin multiplicity ... 1
Gap between HOMO and LUMO ... 0.3966 Ha

***

Number 1: E -26578.533 eV. Number 2: E -23622.980 eV. Number 3: E -26639.357 eV. Number 4: E -19757.025 eV. Number 5: E -10397.703 eV. Number 6: E -9471.861 eV. Number 7: E -17078.146 eV. Number 8: E -10035.536 eV. Number 9: E -10034.691 eV.